Arrangement P

Below is C3H6NP in the gas phase, with properties calculated with ωB97M-V with the def2-TZVPD basis set.

Geometry as ORCA input:
```
! wB97M-V def2-TZVPD RIJCOSX def2/J DEFGRID3
* xyz 0 1
C 0.1886 0.2733 -0.3822
C -1.3238 -0.5511 0.0345
N -1.0578 -1.9048 0.1566
P 0.4226 -2.2702 0.3585
C 1.1210 -0.6135 0.4748
H 0.4465 0.2632 -1.5211
H 0.1019 1.2842 0.0733
H -1.5419 0.0256 0.9861
H -2.0995 -0.3031 -0.6216
H 2.0619 -0.5147 -0.0192
H 0.9480 -0.3486 1.5145
*
```

Values from the calculation:
- LUMO energy (eV) = 0.10
- HOMO-LUMO gap (eV) = 9.7004

***

Arrangement Q

Below is a molecular structure, C3H6NP, with properties calculated with ωB97M-V with the def2-TZVPD basis set.

Geometry as ORCA input:
```
! wB97M-V def2-TZVPD RIJCOSX def2/J DEFGRID3
* xyz 0 1
C -0.8571 -1.5407 0.5196
C 0.5777 0.5230 -1.2625
C 0.1119 -0.1646 1.5177
N -1.3212 -2.3179 -0.1696
P 0.1277 1.3106 0.3671
H 1.6532 0.3654 -1.5640
H 0.4599 1.3717 -2.0236
H -0.1577 -0.3370 -1.3795
H -0.5080 0.2632 2.3018
H 1.1108 -0.6953 1.7302
H -1.1971 1.2217 -0.0371
*
```

Values from the calculation:
- LUMO energy (eV) = 0.30
- HOMO-LUMO gap (eV) = 10.1604

***

arrangement P wins, 27.7 kcal/mol ahead of the next structure.

***

Arrangement P

Below is C6H9NO3 in the gas phase, with properties calculated with ωB97M-V with the def2-TZVPD basis set.

Geometry as ORCA input:
```
! wB97M-V def2-TZVPD RIJCOSX def2/J DEFGRID3
* xyz 0 1
C 0.8566 1.3505 -2.9407
C 0.4625 0.5098 -2.0167
C -0.4771 0.5598 -0.8489
O -1.3738 -0.5416 -0.9118
C -1.3589 -1.2783 0.2583
O -2.0160 -2.2676 0.3820
N -0.4576 -0.7877 1.1134
C 0.0059 -1.3342 2.3376
C 0.2623 0.4202 0.5920
O -0.0116 1.5344 1.3015
H 1.4838 1.0412 -3.6816
H 0.3398 2.3089 -3.0179
H 0.9311 -0.4980 -2.2569
H -0.8983 1.6814 -0.7671
H 1.0820 -1.2096 2.4896
H -0.5804 -0.7499 3.1692
H -0.0240 -2.5201 2.3486
H 1.2883 0.2862 0.3782
H 0.4855 1.4948 2.0710
*
```

Values from the calculation:
- LUMO energy (eV) = 0.51
- HOMO-LUMO gap (eV) = 10.4631

***

Arrangement Q

Below is 2 unconnected molecules or ions with the total composition C6H9NO3, with properties calculated with ωB97M-V with the def2-TZVPD basis set.

Geometry as ORCA input:
```
! wB97M-V def2-TZVPD RIJCOSX def2/J DEFGRID3
* xyz 0 1
N -0.0731 0.1289 -1.8349
C 0.7359 -0.7199 -2.0744
C 1.1432 -1.9833 -2.6563
C 0.3319 -2.5813 -3.8002
O -0.7976 -1.9439 -4.2660
C 0.2702 -3.2294 -2.4592
C -0.9958 -3.1965 -1.6671
C -1.5227 -4.4142 -1.0556
O -0.8953 -3.4142 -0.2584
H 2.2231 -2.1409 -2.6505
H 0.9198 -3.0895 -4.5687
H -0.6542 -0.9875 -4.3138
H 0.8620 -4.1347 -2.3123
H -1.6450 -2.3327 -1.8379
H -2.6014 -4.5240 -0.9235
H -0.9580 -5.3480 -1.1340
O 0.9405 -1.1394 0.4660
H 0.1772 -0.3367 0.1116
H 0.6103 -2.0504 0.4753
*
```

Values from the calculation:
- LUMO energy (eV) = 0.63
- HOMO-LUMO gap (eV) = 10.8690

***

Arrangement R

Below is 2 unconnected molecules or ions with the total composition C6H9NO3, with properties calculated with ωB97M-V with the def2-TZVPD basis set.

Geometry as ORCA input:
```
! wB97M-V def2-TZVPD RIJCOSX def2/J DEFGRID3
* xyz 0 1
C 1.2423 -0.5528 1.3040
C 0.1105 -0.1684 0.3580
C 0.4620 -0.3191 -1.1367
C -0.8130 -0.8782 -1.7642
O -1.5376 -1.4965 -0.6860
C -1.0983 -1.1036 0.5049
O -1.6053 -1.4691 1.5342
C -0.4249 1.2216 0.6773
N 0.3093 2.3129 0.7219
H 1.4679 -1.6202 1.1859
H 2.1520 0.0158 1.0681
H 0.9665 -0.3826 2.3525
H 0.7662 0.6258 -1.6015
H 1.2879 -1.0338 -1.2392
H -1.4501 -0.0953 -2.1923
H -0.6253 -1.6483 -2.5191
O -1.5291 1.5848 0.1073
H 1.2033 2.1715 1.1801
H -0.8844 2.8355 0.1448
*
```

Values from the calculation:
- LUMO energy (eV) = 0.45
- HOMO-LUMO gap (eV) = 10.5147

***

Arrangement S

Below is a molecular structure, C6H9NO3, with properties calculated with ωB97M-V with the def2-TZVPD basis set.

Geometry as ORCA input:
```
! wB97M-V def2-TZVPD RIJCOSX def2/J DEFGRID3
* xyz 0 1
O -2.9997 -0.7125 0.1492
C -1.8316 -0.2892 -0.4892
C -1.2360 1.0717 -0.0328
C -0.7696 0.3569 1.2466
C -0.5553 -0.8017 0.2315
C 0.4963 -0.1737 -0.6965
O -0.0476 1.1408 -0.8350
C 1.9149 -0.1827 -0.1618
N 2.5789 -1.2297 0.1570
H -3.7487 -0.2249 -0.2049
H -1.8835 -0.4394 -1.5799
H -1.7743 2.0239 -0.0618
H 0.0980 0.7699 1.7750
H -1.5890 0.1505 1.9405
H -0.4170 -1.8501 0.5155
H 0.5239 -0.6762 -1.6765
O 2.3393 0.9503 0.3835
H 2.1693 -2.0684 -0.2502
H 2.7684 0.6106 1.2536
*
```

Values from the calculation:
- LUMO energy (eV) = 0.67
- HOMO-LUMO gap (eV) = 10.2350

***

arrangement P wins, 4.2 kcal/mol ahead of the next structure.

***

Arrangement P

Below is C5H6 in the gas phase, with properties calculated with ωB97M-V with the def2-TZVPD basis set.

Geometry as ORCA input:
```
! wB97M-V def2-TZVPD RIJCOSX def2/J DEFGRID3
* xyz 0 1
C 1.6478 0.0658 -0.0667
C 0.4298 -0.0584 -0.0632
C 2.9842 0.1600 -0.0130
C -1.0981 -0.2970 -0.0545
C -2.5646 0.4276 -0.1312
H 3.4514 1.0757 0.3071
H 3.6128 -0.6622 -0.2982
H -1.2140 -1.1234 -0.7672
H -1.2025 -0.7552 0.9427
H -2.6857 1.4462 0.1778
H -3.3609 -0.2789 -0.0336
*
```

Values from the calculation:
- LUMO energy (spin up / spin down) (eV) = 0.17 / -0.25
- HOMO-LUMO gap (spin up / spin down) (eV) = 7.9325 / 8.4922

***

Arrangement Q

Below is a molecular structure, C5H6, with properties calculated with ωB97M-V with the def2-TZVPD basis set.

Geometry as ORCA input:
```
! wB97M-V def2-TZVPD RIJCOSX def2/J DEFGRID3
* xyz 0 1
C 0.1086 -0.2701 -1.4950
C -1.1793 0.3174 -1.0434
C 0.5884 0.0527 -0.2850
C 1.4450 -1.2383 1.5613
C -0.3312 1.2191 -0.1099
H 0.3235 -1.1802 -2.1317
H -2.1625 -0.0370 -0.8403
H 1.1167 -0.3576 2.2925
H 0.6188 -2.0032 1.6378
H 0.2712 2.1401 -0.4076
H -0.7993 1.3570 0.8214
*
```

Values from the calculation:
- LUMO energy (eV) = -0.55
- HOMO-LUMO gap (eV) = 7.2171

***

arrangement P wins, 77.2 kcal/mol ahead of the next structure.

***

Arrangement P

Below is C5H6 in the gas phase, with properties calculated with ωB97M-V with the def2-TZVPD basis set.

Geometry as ORCA input:
```
! wB97M-V def2-TZVPD RIJCOSX def2/J DEFGRID3
* xyz 0 1
C -2.4884 0.0132 -0.1142
C -1.3845 -0.2695 0.3050
C 0.0683 -0.2980 0.6845
C 1.0965 -0.6429 -0.3893
C 0.9626 0.7624 0.0827
H -3.4681 0.4093 -0.5431
H 0.4183 -0.7030 1.6837
H 1.9531 -1.2557 -0.1657
H 0.6406 -0.7954 -1.3558
H 0.5144 1.3472 -0.7364
H 1.6873 1.4323 0.5485
*
```

Values from the calculation:
- LUMO energy (eV) = 1.23
- HOMO-LUMO gap (eV) = 10.8135

***

Arrangement Q

Below is C5H6 in the gas phase, with properties calculated with ωB97M-V with the def2-TZVPD basis set.

Geometry as ORCA input:
```
! wB97M-V def2-TZVPD RIJCOSX def2/J DEFGRID3
* xyz 0 1
C -1.3245 -0.3000 -0.8915
C -1.5856 0.7412 -0.0991
C -0.1475 0.0887 -0.1794
C 0.6618 -0.4232 0.9644
C 1.3040 0.3155 -0.3234
H -1.6352 -1.1344 -1.5425
H -2.3539 1.3758 0.2516
H 0.8820 -1.5272 0.8883
H 0.5833 -0.0295 2.0799
H 1.8712 1.2277 -0.0704
H 1.7444 -0.3346 -1.0778
*
```

Values from the calculation:
- LUMO energy (eV) = 1.26
- HOMO-LUMO gap (eV) = 9.9446

***

arrangement P wins, 33.8 kcal/mol ahead of the next structure.